Molecular formula: C5H6O2Yb
Method: DFT, wB97M-V/def2-TZVPD

```
14
Properties=species:S:1:pos:R:3:forces:R:3
H -0.61086 -1.29832 1.39273 -0.40 0.19 -0.37
C -2.03301 1.66050 -0.18766 -1.06 0.39 -0.31
H 0.80070 -1.85549 0.44322 0.13 0.65 -0.53
O -1.02303 2.09870 0.43357 -0.33 -0.01 -0.20
C -1.94790 0.13994 -0.54490 0.07 0.08 0.16
Yb 0.92495 1.49796 0.93174 0.68 -0.24 0.28
O 3.38986 -0.32780 0.33775 0.27 -0.13 -0.85
H -0.11888 -0.40702 -1.58315 0.44 -0.15 0.59
H -2.58764 -0.31786 0.22974 0.17 0.11 -0.15
C -0.59021 -0.48111 -0.59819 -0.39 -1.39 1.03
C 2.33748 0.09320 -0.38587 1.02 0.09 0.27
H 4.00482 0.38275 0.57772 -0.19 0.02 0.32
C -0.06438 -1.19365 0.44955 -0.60 0.31 -0.48
H -2.48192 0.00821 -1.49625 0.19 0.06 0.23
```
Forces are in eV/Å.

Output
Energy relative to the best compared isomer or geometry (same formula, charge and spin) ... 25.01 kcal per mole
Total charge ... 0
DFT total energy ... -1502.97826 Eh
Orbital gap ... 4.89 eV

Atomic partial charges in e from the Mulliken method, atoms 1 to 6: H 0.31; C -0.54; H 0.40; O -0.27; C -0.36; Yb 0.88

***

Molecular formula: C5H6O3
Method: DFT, wB97M-V/def2-TZVPD

```
14
Properties=species:S:1:pos:R:3:forces:R:3
H -0.82431 -2.11616 1.47093 0.03 0.04 -0.01
C -0.05014 -1.35686 1.36434 0.04 -0.04 0.08
H 2.30439 1.42778 -0.20596 -0.05 -0.04 0.00
C -0.24026 -0.58716 0.10958 -0.14 0.09 -0.24
C -0.84742 0.61622 -1.78428 0.43 0.21 0.41
O 1.74039 0.86095 0.34170 -0.18 -0.01 -0.14
H -0.09385 -0.69173 2.23166 -0.01 -0.03 -0.06
H -0.36735 2.56482 -0.73727 0.01 -0.11 -0.01
C 0.66862 0.51460 -0.35425 -0.27 0.27 -0.10
H 0.92763 -1.84592 1.38406 -0.06 0.03 -0.01
C -1.16990 -0.55200 -0.84546 0.23 0.09 0.17
O -0.66840 1.72638 -0.34858 0.27 -0.50 -0.28
H -2.06762 -1.14327 -0.94329 0.01 0.00 0.02
O 0.68822 0.58235 -1.68317 -0.31 0.00 0.18
```
Forces are in eV/Å.

Output
Energy relative to the best compared isomer or geometry (same formula, charge and spin) ... 111.99 kcal per mole
Total charge ... 0
DFT total energy ... -419.66094 Eh
Orbital gap ... 9.00 eV

Atomic partial charges in e from the Mulliken method, atoms 1 to 6: H 0.35; C -1.21; H 0.37; C 0.31; C -0.62; O -0.49